# 1
{"formula": "C3H8N2S2", "method": "ωB97M-V with the def2-TZVPD basis set", "smiles": "CNC(=S)NSC", "fmax_ev_per_a": 2.20, "total_charge": 0, "e_tot_ha": -1024.9810, "species": ["C", "N", "C", "S", "N", "S", "C", "H", "H", "H", "H", "H", "H", "H", "H"], "positions_angstrom": [[-0.4486, 2.1169, -0.1091], [-1.1810, 0.8888, 0.2612], [-1.1906, -0.3018, -0.3647], [-2.4762, -1.3681, -0.2128], [-0.0831, -0.5841, -1.1272], [1.5120, -0.3060, -0.5947], [1.6592, -1.6280, 0.6326], [0.5777, 2.1182, 0.3669], [-1.0088, 2.9670, 0.2996], [-0.3765, 2.2245, -1.1661], [-1.8261, 0.9067, 1.0163], [-0.2690, -1.4366, -1.6599], [2.7007, -1.5673, 0.9394], [1.0008, -1.3738, 1.4705], [1.4096, -2.6565, 0.2480]], "forces_ev_per_angstrom": [[0.6007, -0.4483, 2.0721], [0.5296, 0.2392, -0.3444], [-0.1341, 0.2236, 0.3864], [0.5118, 0.1923, -0.1107], [-0.4326, -0.4244, -0.6640], [-0.2858, -0.6898, -0.3000], [-0.4486, -0.3263, -0.0993], [-1.0797, 0.1140, -0.7106], [0.0842, -0.2415, -0.1742], [0.1101, -0.0821, -0.7969], [-0.5700, 0.4396, 0.2917], [0.4932, 0.3343, 0.1232], [0.0591, -0.2228, 0.1926], [0.2252, -0.2635, -0.0565], [0.3371, 1.1558, 0.1907]], "lowdin_charge": [-0.10, -0.07, -1.00, 0.56, -0.36, 0.84, -0.39, 0.06, 0.08, 0.07, 0.10, 0.07, 0.02, 0.03, 0.06]}



# 2
{"formula": "C3H8N3", "method": "ωB97M-V with the def2-TZVPD basis set", "smiles": "C1NCN2[NH2+][C@@H]12", "fmax_ev_per_a": 6.15, "total_charge": 1, "e_tot_ha": -283.0227, "species": ["C", "N", "C", "N", "N", "C", "H", "H", "H", "H", "H", "H", "H", "H"], "positions_angstrom": [[-0.7846, 1.0541, 0.2485], [-1.1250, -0.2048, -0.3393], [-0.3010, -1.2689, 0.2510], [0.9487, -0.6268, 0.5163], [1.3554, 0.1656, -0.7146], [0.6541, 0.8143, 0.4508], [-1.1488, 1.2031, 1.2788], [-0.9595, 1.8760, -0.4347], [-2.0173, -0.3842, -0.6669], [-0.6774, -1.8689, 1.0863], [-0.0607, -2.1200, -0.3780], [0.6347, -0.1187, -1.5315], [2.2760, -0.0374, -0.8668], [1.2053, 1.5166, 1.1003]], "forces_ev_per_angstrom": [[0.0505, -0.6786, 0.1917], [1.6096, -1.0525, -0.0238], [-1.0429, -1.0281, -0.9299], [0.3727, 2.1658, 0.7087], [-5.9493, -1.2946, -0.8610], [2.6024, -0.3257, 0.7584], [-0.3676, 0.3783, -0.3386], [-0.3361, 0.3089, 0.1862], [-1.9160, -0.4426, -0.4486], [0.0526, 1.0958, 0.8592], [-0.2994, 0.1327, -1.1115], [1.8200, 1.1433, 2.0432], [3.2837, 0.2102, -0.3421], [0.1197, -0.6129, -0.6917]], "lowdin_charge": [-0.14, -0.02, -0.18, 0.06, 0.20, -0.15, 0.15, 0.15, 0.11, 0.14, 0.13, 0.24, 0.13, 0.18]}



# 3
{"formula": "C3H8N3", "method": "ωB97M-V with the def2-TZVPD basis set", "smiles": "NC1=N[NH2+]CC1", "fmax_ev_per_a": 4.21, "total_charge": 1, "e_tot_ha": -283.0857, "species": ["N", "C", "N", "N", "C", "C", "H", "H", "H", "H", "H", "H", "H", "H"], "positions_angstrom": [[2.1879, -0.0014, 0.0605], [0.9141, -0.1534, -0.0960], [0.3565, -1.2806, -0.1193], [-1.0879, -1.1210, 0.0855], [-1.3860, 0.3287, -0.0683], [-0.0848, 1.0578, -0.0873], [2.6626, 0.8697, 0.1468], [2.7502, -0.8094, 0.1587], [-1.1525, -1.5875, 0.9315], [-1.5092, -1.7688, -0.6029], [-2.0690, 0.6144, 0.7560], [-2.0519, 0.5210, -1.0090], [0.2229, 1.6219, 0.8762], [0.2470, 1.7088, -1.0323]], "forces_ev_per_angstrom": [[1.7857, 0.3071, -0.1690], [-2.5086, 2.7811, 0.4860], [-0.5269, -2.7028, -0.1555], [2.1585, -0.1103, -3.6126], [-3.6992, 1.4039, -0.8184], [3.8964, 0.8468, -0.1574], [-0.0999, 0.5296, -0.1613], [0.5578, -0.7795, 0.0562], [-1.0814, -0.4100, 2.7063], [-0.1532, 0.7290, 0.1551], [0.6135, -0.0318, -0.2963], [1.5043, -0.7064, 1.5082], [-1.0483, -0.5883, -1.6108], [-1.3987, -1.2684, 2.0696]], "lowdin_charge": [0.21, -0.45, 0.11, 0.08, -0.12, -0.07, 0.13, 0.12, 0.15, 0.20, 0.14, 0.17, 0.15, 0.18]}



# 4
{"formula": "C3H8N3", "method": "ωB97M-V with the def2-TZVPD basis set", "smiles": "[H]/N=[N+](/C)C/C=N/[H]", "fmax_ev_per_a": 4.84, "total_charge": 1, "e_tot_ha": -282.9896, "species": ["H", "N", "N", "C", "C", "C", "N", "H", "H", "H", "H", "H", "H", "H"], "positions_angstrom": [[1.4098, 1.6709, 0.9625], [1.6542, 0.6982, 0.9352], [1.0088, 0.1853, 0.0509], [1.0659, -1.2358, -0.1129], [-0.1223, 0.8621, -0.5032], [-1.4195, 0.4785, 0.1735], [-1.4317, -0.4814, 0.9585], [-2.2815, -0.9264, 1.3361], [0.1314, -1.6774, 0.2604], [1.9804, -1.5020, 0.4071], [1.2819, -1.7135, -1.0384], [-0.1824, 1.0270, -1.6285], [-0.2036, 2.0071, -0.3522], [-2.1093, 1.3586, 0.0044]], "forces_ev_per_angstrom": [[-0.1403, 1.0619, 0.4150], [1.6431, -0.3120, 0.6202], [-1.4024, -0.0402, -0.8926], [1.3784, -1.8201, 0.8949], [-1.7127, 3.9670, -2.1880], [-0.2984, 1.1876, -0.0387], [-0.7861, -1.6066, -0.1192], [0.2348, 1.3142, 0.1206], [0.4534, 0.3659, 0.2938], [-0.3430, -0.3726, 0.8435], [-0.3054, 0.8573, -1.7203], [0.1929, -1.6634, 1.0406], [1.4174, -1.4079, 0.7187], [-0.3318, -1.5312, 0.0115]], "lowdin_charge": [0.12, 0.33, -0.19, 0.02, -0.13, -0.20, 0.12, 0.11, 0.11, 0.12, 0.11, 0.17, 0.16, 0.15]}



# 5
{"formula": "C3H8N3", "method": "ωB97M-V with the def2-TZVPD basis set", "fmax_ev_per_a": 4.33, "total_charge": 1, "e_tot_ha": -282.9756, "species": ["C", "C", "C", "N", "N", "N", "H", "H", "H", "H", "H", "H", "H", "H"], "positions_angstrom": [[0.9555, -0.8571, 0.3567], [1.1651, 1.0551, -0.8342], [-1.4685, -1.1473, 0.6684], [1.7091, -0.2139, -0.4345], [-0.2688, -0.4063, 0.7582], [-0.1836, 1.2069, -0.3486], [1.2896, -1.7691, 0.6087], [1.8627, 1.8604, -0.5063], [1.4261, 1.1641, -1.8188], [-2.0668, -0.6773, 1.3636], [-1.8814, -1.4072, -0.3915], [-1.3162, -2.1035, 1.0494], [-0.2876, 1.7818, 0.4792], [-0.9351, 1.5134, -0.9503]], "forces_ev_per_angstrom": [[0.0792, 3.2186, -2.8968], [1.9135, 0.2648, 1.7521], [-0.3502, 0.1250, -3.0839], [0.1612, 0.0378, 0.9702], [0.3488, 2.0489, -0.9548], [-0.3984, -1.1292, 2.1494], [0.6438, -3.5161, 1.4500], [-0.7239, -0.3768, 0.9965], [-1.0189, -0.0344, -3.1657], [-2.3416, 0.8269, 0.7641], [0.6165, 0.9725, 1.7210], [0.9019, -1.9404, 0.9156], [0.4871, 0.1756, 0.1582], [-0.3189, -0.6731, -0.7760]], "lowdin_charge": [-0.18, -0.20, -0.05, 0.11, 0.09, 0.20, 0.12, 0.16, 0.11, 0.07, 0.16, 0.10, 0.15, 0.16]}



# 6
{"formula": "C3H8N3", "method": "ωB97M-V with the def2-TZVPD basis set", "multiplicity": 3, "fmax_ev_per_a": 5.63, "s2": 2.013, "total_charge": 1, "e_tot_ha": -282.8596, "species": ["C", "C", "C", "N", "N", "N", "H", "H", "H", "H", "H", "H", "H", "H"], "positions_angstrom": [[-2.1046, 0.4159, -0.0586], [-1.0328, -0.4451, 0.3738], [1.5092, 0.4259, -0.3394], [-1.7761, 1.4441, -0.7292], [-1.3346, -1.5600, 0.0002], [0.6685, -0.2334, 0.7876], [-3.1964, 0.1849, 0.1623], [0.8306, 1.0662, -0.8567], [2.1163, 1.2557, 0.1152], [2.0186, -0.1265, -1.1827], [-2.5651, 1.8324, -1.2536], [-0.6443, -2.3175, 0.0772], [0.7560, 0.2373, 1.6343], [0.9818, -1.2282, 1.0609]], "forces_ev_per_angstrom": [[1.3856, -1.7855, 3.2505], [-0.6116, 1.3921, -0.0445], [0.1770, 1.5456, 0.5206], [-2.2072, 3.9227, -1.3611], [1.1426, -5.4609, -0.7504], [-0.2201, -2.4694, -2.8134], [1.5042, 0.4623, 0.2125], [-1.0334, 0.1769, -0.5409], [0.1712, -1.4801, -0.1708], [-0.4952, -0.2766, 1.8199], [1.1627, 0.6851, -1.2032], [-0.5163, -0.1076, 0.3511], [0.1496, 1.6684, 1.7107], [-0.6092, 1.7270, -0.9810]], "lowdin_charge": [-0.19, -0.27, -0.01, 0.24, 0.15, 0.09, 0.19, 0.05, 0.11, 0.12, 0.13, 0.09, 0.11, 0.18]}



# 7
{"formula": "C3H8N3S", "method": "ωB97M-V with the def2-TZVPD basis set", "fmax_ev_per_a": 8.47, "total_charge": 1, "e_tot_ha": -681.1603, "species": ["C", "C", "C", "N", "N", "N", "S", "H", "H", "H", "H", "H", "H", "H", "H"], "positions_angstrom": [[-0.0719, -1.2090, 0.0611], [-2.5162, -0.6530, 0.1077], [1.3488, 1.4746, 0.1055], [-0.9609, -0.2796, 0.0271], [1.2185, -1.0786, -0.0511], [1.9135, 0.0671, 0.1863], [-3.5368, 0.6414, -0.2014], [-0.4385, -2.1998, 0.0739], [-2.5759, -1.6615, 0.3356], [1.3958, 1.7893, -0.9322], [0.2566, 1.4223, 0.2148], [1.6942, 2.2445, 0.7552], [1.7554, -1.9252, -0.2750], [2.9321, -0.0731, -0.0948], [-2.4147, 1.4406, -0.3125]], "forces_ev_per_angstrom": [[-0.4175, -2.0482, -0.5503], [7.7007, 3.4069, -0.8695], [-1.7925, -1.8480, -1.9888], [-7.2036, 2.0039, 0.3964], [-0.5085, 0.1036, 0.0530], [3.1734, 1.4949, 0.3530], [1.0681, -0.7658, 0.3548], [0.2422, -1.5135, -0.1263], [-1.4323, -1.8332, 0.3781], [0.5506, 0.3724, -0.2021], [0.6543, -0.2054, 0.4979], [1.0682, -0.2167, 0.7877], [-0.1932, 0.7259, 0.5022], [-2.1760, 0.5791, 0.4654], [-0.7339, -0.2560, -0.0518]], "lowdin_charge": [-0.24, -0.35, -0.04, -0.02, 0.03, -0.05, 0.97, 0.13, 0.05, 0.08, 0.04, 0.08, 0.19, 0.17, -0.04]}



# 8
{"formula": "C3H8N3S", "method": "ωB97M-V with the def2-TZVPD basis set", "smiles": "C[N@@H+]1N=C(N)CS1", "fmax_ev_per_a": 3.87, "total_charge": 1, "e_tot_ha": -681.2388, "species": ["C", "N", "N", "C", "N", "C", "S", "H", "H", "H", "H", "H", "H", "H", "H"], "positions_angstrom": [[-1.7275, 1.3813, -0.2638], [-1.0752, 0.3460, 0.6642], [0.2344, 0.6168, 0.7455], [1.0377, -0.2286, 0.2380], [2.3279, -0.0822, 0.0522], [0.4484, -1.5303, -0.1971], [-1.3400, -1.4943, 0.0298], [-1.8721, 1.0948, -1.3483], [-2.6724, 1.6337, 0.2209], [-1.0483, 2.2855, -0.3304], [-1.6158, 0.1036, 1.6198], [2.7076, -0.7656, -0.5719], [2.9842, 0.6416, 0.2694], [0.6758, -1.5918, -1.3507], [0.9353, -2.4104, 0.2224]], "forces_ev_per_angstrom": [[-0.0036, 1.0605, -0.2921], [-3.0466, -2.3860, 0.1745], [1.5791, 1.5170, 1.1877], [-1.1217, -0.2919, 0.5731], [1.2007, -0.7759, -0.6639], [0.0778, -1.0074, -3.5969], [0.9454, 1.1234, 0.2149], [0.1839, -0.5783, 1.5479], [0.0286, 0.1294, -0.4134], [-0.7889, -1.1578, 0.6654], [1.7016, 1.7732, -2.2504], [0.4309, -0.3099, -0.0013], [-0.5576, 0.7232, 0.4431], [-0.4750, -0.0230, 1.9835], [-0.1544, 0.2036, 0.4278]], "lowdin_charge": [-0.02, -0.35, 0.05, -0.46, 0.21, -0.40, 0.96, 0.11, 0.09, 0.12, 0.20, 0.12, 0.14, 0.13, 0.10]}



# 9
{"formula": "C3H8N3S", "method": "ωB97M-V with the def2-TZVPD basis set", "fmax_ev_per_a": 2.92, "total_charge": 1, "e_tot_ha": -681.2229, "species": ["C", "C", "C", "N", "N", "N", "S", "H", "H", "H", "H", "H", "H", "H", "H"], "positions_angstrom": [[1.2624, 0.6969, 0.5574], [1.4327, 0.0821, -0.8023], [-0.9209, -1.1061, -0.4380], [-0.0765, 2.4079, 1.2998], [-0.0503, 1.2843, 0.7323], [-2.0235, -1.8099, -0.5217], [0.4479, -1.3298, -1.4597], [1.0377, -0.1542, 1.3800], [2.1687, 1.3732, 0.8125], [1.1394, 0.7884, -1.5413], [2.3786, -0.3611, -0.8177], [-0.8955, -0.1701, 0.1548], [-1.0940, 2.5407, 1.4998], [-2.6577, -1.6270, 0.2379], [-2.1491, -2.6151, -1.0940]], "forces_ev_per_angstrom": [[-0.2701, -1.4030, 2.5262], [-1.3045, -0.2756, -0.0730], [0.2242, -0.5396, -2.0689], [-0.7685, -2.1611, -0.5651], [0.0671, 2.7978, 0.8476], [0.9651, 1.0958, 1.2976], [-1.3556, -0.0001, 1.8108], [1.5838, 1.4421, -1.5427], [-1.6076, -1.0842, -0.2418], [0.9983, 0.9840, -0.7190], [1.8151, 0.0685, -0.6910], [-0.2662, -0.6692, 0.2913], [0.6623, 0.5560, -0.2745], [-0.6950, -0.2202, -0.2153], [-0.0483, -0.5911, -0.3822]], "lowdin_charge": [-0.25, -0.41, -0.40, 0.13, -0.16, 0.14, 1.06, 0.18, 0.16, 0.07, 0.06, 0.06, 0.09, 0.14, 0.13]}



# 10
{"formula": "C3H8N4", "method": "ωB97M-V with the def2-TZVPD basis set", "fmax_ev_per_a": 5.29, "total_charge": 0, "e_tot_ha": -337.9470, "species": ["C", "C", "C", "N", "N", "N", "N", "H", "H", "H", "H", "H", "H", "H", "H"], "positions_angstrom": [[0.4188, 0.7251, -1.1370], [0.5358, 0.1196, 0.0871], [0.7610, 0.1012, -2.3786], [-2.1036, 0.4219, 2.6908], [-1.9379, 0.7831, 1.5931], [0.4828, -0.3322, 2.3229], [0.1858, 0.5365, 1.3368], [-0.0913, 1.7499, -1.0372], [0.9036, -0.9208, 0.1054], [1.7942, -0.3330, -2.2859], [0.0438, -0.7164, -2.5947], [0.6334, 0.8227, -3.2264], [-3.1146, 0.2432, 3.1274], [0.3984, -1.3434, 2.0636], [-0.3081, -0.1241, 3.0348]], "forces_ev_per_angstrom": [[-1.8569, 2.6613, 4.1732], [0.0745, -1.3935, -0.5032], [0.3991, -0.7166, -2.0293], [-0.7908, -0.7588, 0.9345], [-1.4100, 0.0321, -0.2076], [-1.9577, -0.2679, 1.3600], [0.9734, 1.0969, -0.9187], [0.9142, -1.4431, -0.6648], [0.1847, 0.1291, -0.3394], [-0.9083, 0.3823, -0.6186], [0.4658, 0.1517, -0.0028], [0.6237, -0.7181, 0.6308], [1.3743, 0.6857, -1.0853], [0.1247, 0.7952, -0.0617], [1.7893, -0.6363, -0.6672]], "lowdin_charge": [-0.19, -0.22, -0.15, -0.08, 0.04, -0.04, -0.15, 0.13, 0.11, 0.10, 0.08, 0.09, 0.12, 0.09, 0.07]}